#P
The following is a DFT calculation (wB97M-V/def2-TZVPD) of a 3-piece molecular cluster, C5H15O3 overall.

Last column: natural (NBO) charge in e.
Geometry (Å):
C  -0.846  1.781  0.632  -0.06
O  0.497  1.670  0.698  -0.84
C  -1.340  0.695  -0.350  -0.44
C  -0.151  -0.093  -1.000  -0.39
C  -0.769  -1.369  -1.807  -0.40
C  -0.220  -1.467  -3.083  -0.60
H  -1.228  1.805  1.708  0.15
H  -0.880  2.881  0.334  0.14
H  -2.052  1.293  -1.021  0.18
H  -2.113  0.046  0.016  0.19
H  0.593  -0.396  -0.238  0.24
H  0.452  0.603  -1.652  0.20
H  -1.998  -1.437  -1.842  0.18
H  -0.418  -2.161  -1.183  0.20
H  0.952  -1.261  -3.129  0.19
H  -0.384  -0.631  -3.829  0.20
H  -0.329  -2.406  -3.439  0.19
H  1.877  -0.237  3.787  0.50
H  3.053  0.438  4.161  0.44
O  2.752  -0.344  4.511  -1.06
H  0.798  0.988  1.577  0.51
H  0.676  -0.612  2.498  0.43
O  1.078  0.213  2.652  -1.13

Computed properties:
- E_LUMO (eV) = 3.461
- highest occupied orbital energy (eV) = -4.61
- gap between HOMO and LUMO (eV) = 8.07
- total charge = -1

#Q
The following is a DFT calculation (wB97M-V/def2-TZVPD) of C5H15O3 as an isolated structure.

Last column: natural (NBO) charge in e.
Geometry (Å):
C  0.280  -1.650  -0.496  -0.04
O  -0.904  -0.995  -0.186  -0.87
C  1.425  -0.652  -0.897  -0.42
C  1.026  0.794  -0.891  -0.42
C  2.142  1.828  -0.846  -0.40
C  2.612  2.316  -2.206  -0.62
H  0.544  -2.326  0.330  0.14
H  0.074  -2.225  -1.408  0.12
H  1.725  -0.910  -1.926  0.17
H  2.382  -0.809  -0.369  0.18
H  0.405  0.883  0.015  0.23
H  0.268  1.081  -1.629  0.20
H  3.009  1.508  -0.267  0.19
H  1.730  2.633  -0.215  0.19
H  1.740  2.746  -2.744  0.19
H  2.819  1.540  -2.945  0.21
H  3.262  3.197  -2.256  0.20
H  -3.368  -0.656  2.152  0.52
H  -4.072  -1.223  3.313  0.45
O  -4.193  -0.472  2.718  -1.01
H  -1.366  -1.138  0.901  0.50
H  -1.175  -0.236  2.351  0.44
O  -1.665  -1.036  2.102  -1.15

Computed properties:
- E_LUMO (eV) = 3.486
- highest occupied orbital energy (eV) = -4.07
- gap between HOMO and LUMO (eV) = 7.56
- total charge = -1

#R
The following is a DFT calculation (wB97M-V/def2-TZVPD) of a 3-piece molecular cluster, C5H15O3 overall.

Last column: natural (NBO) charge in e.
Geometry (Å):
C  0.346  1.055  0.212  -0.03
O  -0.904  1.210  0.797  -0.93
C  0.247  0.119  -1.023  -0.45
C  1.565  -0.562  -1.482  -0.39
C  1.612  -2.084  -1.099  -0.40
C  1.948  -2.024  0.324  -0.60
H  0.723  2.090  -0.032  0.13
H  1.030  0.563  1.001  0.11
H  -0.195  0.810  -1.765  0.22
H  -0.427  -0.716  -0.738  0.20
H  2.373  -0.018  -1.037  0.20
H  1.743  -0.399  -2.714  0.17
H  2.454  -2.783  -1.568  0.19
H  0.592  -2.654  -1.323  0.20
H  1.579  -1.275  0.923  0.22
H  3.111  -1.998  0.477  0.18
H  1.723  -2.930  0.787  0.19
H  -1.817  1.869  -0.257  0.50
H  -3.280  2.142  -0.401  0.44
O  -2.578  2.119  -1.002  -1.05
H  -1.542  -0.786  2.181  0.44
H  -1.312  0.699  2.084  0.51
O  -1.650  -0.034  2.804  -1.05

Computed properties:
- E_LUMO (eV) = 3.619
- highest occupied orbital energy (eV) = -4.33
- gap between HOMO and LUMO (eV) = 7.95
- total charge = -1

Out of the structures above, which one is the most stable? Solution: #Q.